Formula: C4H4NO2
Source: the OMol25 dataset
Level of theory: ωB97M-V/def2-TZVPD

Geometry as ORCA input:
```
! RIJCOSX wB97M-V def2-TZVPD def2/J DEFGRID3
* xyz -1 1
C -0.052 0.452 0.556
C 0.831 -0.384 -0.402
N 2.150 -0.731 0.094
C 1.406 -1.727 -0.222
C 1.241 -3.342 -0.244
O 1.800 -3.928 -1.161
O 0.577 -3.697 0.719
H -0.467 1.182 -0.034
H 0.586 0.973 1.276
H -0.810 -0.123 1.115
H 0.821 0.148 -1.310
*
```

## Properties
SMILES: C[C@H]1N=C1C(=O)[O-]
Orbital gap in Ha: 0.32254
ΔE to the lowest compared entry with this formula, charge and spin in kcal/mol: 53.3

---

Formula: C4H4NO2S
Source: the OMol25 dataset
Level of theory: ωB97M-V/def2-TZVPD

Geometry as ORCA input:
```
! RIJCOSX wB97M-V def2-TZVPD def2/J DEFGRID3
* xyz -1 1
C -0.016 -0.120 -1.440
C -0.775 0.074 -0.369
C -0.857 1.089 2.331
C 1.260 -0.899 -1.137
N -0.269 -0.172 0.862
O -1.904 1.476 1.976
O 0.003 1.098 3.127
S 1.392 -0.649 0.685
H -0.093 0.184 -2.472
H -1.806 0.365 -0.486
H 0.946 -1.855 -1.416
H 2.119 -0.591 -1.661
*
```

## Properties
Orbital gap in Ha: 0.22350
ΔE to the lowest compared entry with this formula, charge and spin in kcal/mol: 19.8

---

Formula: C4H4NO2S
Source: the OMol25 dataset
Level of theory: ωB97M-V/def2-TZVPD

Geometry as ORCA input:
```
! RIJCOSX wB97M-V def2-TZVPD def2/J DEFGRID3
* xyz -1 1
C 0.431 0.616 0.325
C -0.653 0.651 -1.727
C 0.848 -1.447 -0.850
C -0.478 1.015 1.480
N 0.578 -0.759 0.257
O -0.860 1.577 -2.416
O 1.178 -2.622 -0.794
S 0.592 -0.622 -2.394
H 0.116 1.000 2.290
H -1.244 0.246 1.778
H -0.930 1.899 1.152
H 0.422 -1.553 0.898
*
```

## Properties
Orbital gap (alpha / beta) in Ha: 0.23393 / 0.23395
ΔE to the lowest compared entry with this formula, charge and spin in kcal/mol: 74.7

---

Formula: C4H4NOS
Source: the OMol25 dataset
Level of theory: ωB97M-V/def2-TZVPD

Geometry as ORCA input:
```
! RIJCOSX wB97M-V def2-TZVPD def2/J DEFGRID3
* xyz 1 3
C 1.720 -0.294 0.993
C -0.617 1.138 -1.099
C -1.331 -1.017 0.946
C 0.309 -0.014 -0.944
N 1.196 -0.171 -0.070
O -1.146 1.698 -0.170
S -0.277 -0.995 2.045
H 2.676 -0.189 1.467
H -0.607 1.586 -2.067
H -2.350 -1.151 0.705
H 0.427 -0.591 -1.807
*
```

## Properties
Expectation value of S²: 2.038
Orbital gap (alpha / beta) in Ha: 0.22620 / 0.24561